[1]
{"formula": "C39H32BiN12SSe2", "method": "ωB97M-V with the def2-TZVPD basis set", "e_homo_ev": [-8.814, -8.813], "total_charge": 1, "total_energy_ev": -206208.3889, "lumo_energy_ev": [-4.199, -4.201], "spin_multiplicity": 1, "relative_energy_kcal_mol": 0.0, "species": ["Bi", "C", "C", "C", "C", "C", "N", "C", "N", "C", "C", "C", "C", "C", "C", "C", "C", "N", "C", "N", "C", "N", "C", "N", "C", "N", "C", "C", "C", "C", "C", "C", "C", "C", "C", "C", "C", "C", "N", "C", "C", "H", "H", "H", "H", "H", "H", "H", "H", "H", "H", "H", "H", "H", "H", "H", "H", "C", "C", "N", "N", "C", "S", "N", "N", "H", "H", "H", "H", "H", "H", "C", "Se", "C", "C", "Se", "C", "H", "H", "H", "H", "H", "H", "H", "H", "H", "H"], "coordinates": [[-0.255, 0.028, -0.173], [-0.978, -2.676, -6.333], [-1.060, -3.891, -5.641], [-0.829, -3.963, -4.278], [-0.529, -2.777, -3.624], [-0.215, -2.493, -2.227], [0.018, -1.133, -2.103], [-0.074, -0.554, -3.333], [0.198, 0.699, -3.669], [0.789, 1.551, -2.846], [1.311, 2.843, -3.280], [1.288, 3.489, -4.509], [1.910, 4.724, -4.584], [2.548, 5.288, -3.472], [2.584, 4.635, -2.252], [1.950, 3.403, -2.175], [1.789, 2.455, -1.074], [2.259, 2.663, 0.129], [2.210, 1.765, 1.115], [1.638, 0.537, 1.090], [1.878, -0.083, 2.294], [1.566, -1.324, 2.623], [1.051, -2.211, 1.782], [0.624, -1.987, 0.492], [0.262, -3.177, -0.059], [-0.133, -3.409, -1.309], [0.420, -4.226, 0.922], [0.188, -5.599, 0.864], [0.456, -6.337, 1.997], [0.972, -5.731, 3.158], [1.222, -4.376, 3.212], [0.918, -3.621, 2.080], [2.617, 0.824, 3.152], [3.119, 0.692, 4.444], [3.817, 1.766, 4.964], [4.026, 2.936, 4.216], [3.545, 3.060, 2.927], [2.830, 1.985, 2.407], [1.076, 1.369, -1.531], [-0.448, -1.569, -4.311], [-0.660, -1.496, -5.680], [-1.161, -2.665, -7.400], [-1.306, -4.791, -6.190], [-0.879, -4.899, -3.738], [0.805, 3.040, -5.367], [1.912, 5.267, -5.521], [3.027, 6.254, -3.578], [3.085, 5.059, -1.391], [-0.185, -6.060, -0.042], [0.283, -7.405, 1.997], [1.182, -6.352, 4.020], [1.642, -3.912, 4.095], [2.970, -0.218, 5.010], [4.219, 1.707, 5.967], [4.582, 3.750, 4.662], [3.712, 3.953, 2.340], [-0.581, -0.556, -6.209], [-1.576, -2.374, 4.981], [-2.167, -2.646, 3.651], [-2.830, -3.699, 3.306], [-3.138, -3.485, 1.990], [-2.673, -2.336, 1.496], [-2.832, -1.717, -0.052], [-2.043, -1.792, 2.571], [-1.395, -0.561, 2.527], [-1.818, -3.199, 5.646], [-1.968, -1.451, 5.411], [-0.491, -2.284, 4.902], [-3.652, -4.175, 1.471], [-0.565, -0.606, 3.120], [-2.016, 0.151, 2.885], [-2.636, 3.801, 2.241], [-0.935, 3.306, 1.438], [-1.144, 4.187, -0.289], [-2.431, 3.883, -1.042], [-2.882, 1.975, -1.098], [-3.477, 1.863, -2.945], [-2.744, 4.883, 2.236], [-2.611, 3.465, 3.276], [-3.470, 3.331, 1.726], [-0.278, 3.879, -0.867], [-1.062, 5.261, -0.122], [-2.329, 4.218, -2.075], [-3.275, 4.411, -0.601], [-2.664, 2.130, -3.617], [-4.338, 2.504, -3.105], [-3.764, 0.828, -3.119]], "forces_ev_per_angstrom": [[-0.15, -0.03, 0.28], [0.00, 0.02, -0.03], [0.00, -0.04, 0.01], [-0.01, -0.02, -0.02], [0.01, 0.01, 0.07], [-0.02, 0.15, -0.15], [-0.03, -0.11, -0.16], [0.03, 0.06, 0.02], [0.02, -0.01, 0.09], [-0.04, -0.13, -0.04], [0.03, 0.02, 0.00], [-0.02, -0.01, 0.00], [0.02, 0.04, 0.00], [0.00, 0.02, -0.04], [0.00, -0.02, 0.03], [-0.03, 0.00, -0.02], [0.00, -0.05, 0.06], [-0.03, -0.01, -0.11], [0.02, 0.05, 0.04], [0.07, -0.01, 0.04], [-0.03, -0.05, 0.00], [-0.03, -0.12, -0.11], [0.15, 0.20, 0.02], [0.00, -0.09, 0.11], [0.03, 0.01, -0.02], [-0.04, -0.07, 0.07], [0.00, 0.00, 0.01], [0.00, 0.00, -0.02], [0.01, -0.02, 0.01], [-0.01, -0.05, 0.01], [-0.03, 0.05, 0.04], [-0.05, 0.03, 0.02], [-0.03, -0.06, 0.02], [0.00, 0.01, 0.01], [0.00, -0.02, 0.02], [0.01, 0.03, 0.00], [0.01, 0.01, 0.01], [0.01, 0.02, -0.03], [0.06, 0.11, 0.00], [0.01, 0.03, 0.02], [-0.01, 0.00, -0.03], [0.01, 0.00, 0.03], [0.01, 0.02, 0.01], [0.00, 0.03, -0.01], [0.01, 0.01, 0.02], [-0.01, -0.02, 0.01], [-0.01, -0.02, 0.01], [-0.02, -0.01, -0.03], [0.00, 0.01, 0.01], [0.00, 0.01, 0.00], [0.01, 0.02, -0.01], [-0.01, -0.01, -0.01], [0.01, 0.03, -0.01], [-0.01, 0.00, -0.02], [-0.02, -0.02, -0.02], [-0.01, -0.03, 0.01], [0.00, -0.01, 0.01], [-0.01, 0.03, -0.03], [0.06, -0.05, 0.07], [-0.02, 0.08, -0.09], [-0.11, -0.24, -0.01], [0.10, -0.08, -0.15], [-0.14, 0.05, -0.13], [0.17, 0.19, 0.19], [0.22, -0.04, 0.21], [0.02, -0.02, -0.01], [-0.01, 0.00, -0.02], [0.04, -0.01, 0.02], [-0.01, -0.01, -0.01], [-0.09, -0.04, -0.13], [-0.16, 0.23, 0.02], [-0.06, 0.02, -0.02], [0.08, -0.10, 0.05], [-0.26, 0.06, -0.04], [0.08, 0.03, -0.01], [0.08, -0.03, 0.01], [0.05, 0.03, -0.05], [0.02, 0.02, -0.02], [0.03, -0.02, -0.03], [0.00, -0.01, -0.01], [0.09, -0.06, -0.03], [0.00, 0.02, 0.01], [-0.02, 0.00, -0.01], [-0.02, -0.03, 0.01], [0.00, 0.00, 0.00], [-0.03, 0.03, 0.01], [0.00, 0.00, 0.03]], "lowdin_charge": [1.672, -0.057, -0.054, 0.005, -0.099, -0.295, -0.031, -0.267, 0.211, -0.282, -0.106, 0.002, -0.056, -0.054, 0.004, -0.120, -0.303, 0.212, -0.317, -0.018, -0.301, 0.186, -0.309, -0.014, -0.305, 0.208, -0.110, -0.002, -0.060, -0.060, -0.015, -0.115, -0.106, -0.008, -0.062, -0.061, 0.001, -0.111, -0.015, -0.104, 0.001, 0.110, 0.110, 0.119, 0.118, 0.110, 0.110, 0.120, 0.117, 0.109, 0.109, 0.114, 0.114, 0.108, 0.108, 0.118, 0.117, 0.011, -0.327, 0.150, 0.047, -0.778, 0.586, -0.085, 0.084, 0.095, 0.090, 0.076, 0.160, 0.083, 0.113, -0.395, 0.866, -0.545, -0.525, 0.809, -0.387, 0.033, 0.019, 0.012, 0.028, 0.076, 0.074, 0.061, 0.019, 0.028, 0.023]}

[2]
{"formula": "C39H32Br2Cl2FHfN5O13PS2", "method": "ωB97M-V with the def2-TZVPD basis set", "e_homo_ev": -5.688, "total_charge": -1, "total_energy_ev": -275160.4250, "lumo_energy_ev": 1.680, "spin_multiplicity": 1, "relative_energy_kcal_mol": 5.1, "species": ["Hf", "Br", "C", "C", "C", "Br", "C", "C", "C", "C", "N", "C", "C", "O", "H", "H", "H", "H", "O", "C", "O", "C", "C", "Cl", "N", "N", "C", "C", "O", "O", "C", "C", "C", "C", "C", "C", "H", "H", "H", "H", "H", "H", "Cl", "C", "C", "C", "C", "C", "C", "C", "O", "O", "H", "H", "H", "H", "F", "C", "C", "N", "C", "C", "O", "O", "C", "O", "N", "C", "O", "H", "H", "H", "H", "C", "C", "C", "O", "P", "S", "S", "O", "C", "C", "C", "H", "H", "H", "H", "H", "H", "H", "H", "H", "H", "H", "H", "H", "H"], "coordinates": [[1.334, -0.377, 0.155], [5.342, -3.513, -0.038], [3.545, -4.066, -0.109], [3.247, -5.410, -0.406], [1.953, -5.840, -0.448], [1.597, -7.667, -0.832], [0.876, -4.941, -0.228], [-0.495, -5.292, -0.193], [-1.420, -4.317, 0.016], [-1.007, -2.974, 0.136], [0.254, -2.611, 0.131], [1.197, -3.596, -0.008], [2.541, -3.149, 0.123], [2.733, -1.906, 0.459], [4.061, -6.099, -0.587], [-0.786, -6.325, -0.330], [-2.479, -4.524, 0.057], [-1.752, -2.196, 0.223], [5.546, -0.543, -4.250], [4.419, -0.958, -4.811], [4.328, -1.143, -5.999], [3.277, -1.259, -3.901], [2.136, -1.955, -4.271], [1.675, -2.623, -5.764], [1.314, -2.045, -3.204], [1.869, -1.429, -2.140], [3.034, -0.962, -2.542], [3.803, -0.077, -1.604], [4.997, 0.115, -1.811], [3.113, 0.462, -0.677], [-0.033, -2.536, -3.177], [-1.052, -1.638, -2.909], [-2.361, -2.098, -2.886], [-2.631, -3.426, -3.180], [-1.597, -4.308, -3.464], [-0.281, -3.871, -3.447], [5.436, -0.382, -3.263], [-0.825, -0.603, -2.695], [-3.153, -1.418, -2.607], [-3.652, -3.782, -3.163], [-1.811, -5.348, -3.674], [0.539, -4.549, -3.640], [-0.291, 7.210, -3.482], [0.007, 5.666, -2.732], [0.020, 4.527, -3.521], [0.253, 3.302, -2.920], [0.473, 3.231, -1.550], [0.458, 4.384, -0.775], [0.223, 5.614, -1.364], [0.705, 1.919, -0.910], [0.966, 1.830, 0.322], [0.639, 0.850, -1.586], [-0.149, 4.607, -4.585], [0.266, 2.395, -3.506], [0.644, 4.313, 0.285], [0.209, 6.522, -0.781], [2.402, 5.129, 2.077], [2.717, 4.156, 2.944], [1.945, 3.078, 3.097], [2.248, 2.083, 4.005], [1.427, 0.895, 3.992], [1.529, 0.189, 2.665], [0.565, -0.505, 2.234], [2.534, 0.360, 1.937], [3.431, 2.086, 4.712], [3.775, 1.190, 5.448], [4.190, 3.231, 4.541], [3.954, 4.313, 3.702], [4.705, 5.259, 3.651], [1.052, 2.927, 2.505], [0.379, 1.156, 4.156], [1.744, 0.231, 4.799], [5.054, 3.254, 5.065], [-4.578, -0.668, 3.994], [-3.156, -0.151, 3.946], [-3.037, 1.287, 4.417], [-2.529, -0.281, 2.658], [-3.174, -0.125, 1.208], [-4.317, -1.630, 0.689], [-1.654, 0.249, -0.032], [-4.017, 1.225, 1.434], [-4.574, 2.138, 0.464], [-3.601, 3.284, 0.249], [-5.006, 1.477, -0.829], [-4.920, -0.620, 5.030], [-4.641, -1.696, 3.645], [-5.246, -0.066, 3.379], [-2.531, -0.787, 4.584], [-3.648, 1.944, 3.801], [-2.003, 1.625, 4.358], [-3.367, 1.365, 5.454], [-5.469, 2.516, 0.972], [-2.690, 2.927, -0.227], [-3.337, 3.742, 1.201], [-4.058, 4.043, -0.388], [-4.154, 1.083, -1.381], [-5.496, 2.234, -1.447], [-5.702, 0.661, -0.645]], "forces_ev_per_angstrom": [[-0.02, -0.76, -0.04], [0.01, 0.05, 0.01], [-0.08, -0.21, -0.06], [-0.01, 0.06, 0.02], [-0.02, 0.07, 0.01], [0.01, 0.01, 0.01], [-0.04, -0.24, -0.03], [0.06, 0.05, -0.01], [0.01, 0.08, -0.04], [-0.17, 0.01, 0.04], [0.19, -0.02, -0.13], [-0.06, 0.12, 0.16], [0.09, 0.14, 0.08], [0.04, 0.03, -0.03], [-0.02, 0.00, 0.00], [0.00, -0.01, 0.00], [-0.02, -0.01, 0.01], [0.07, -0.08, -0.03], [-0.20, -0.01, 0.02], [0.33, -0.19, 0.20], [-0.05, 0.06, -0.14], [-0.28, -0.26, 0.00], [0.06, 0.04, -0.09], [0.07, 0.06, 0.02], [0.14, 0.07, 0.22], [-0.25, 0.19, 0.01], [0.09, 0.14, -0.16], [0.12, 0.02, 0.05], [0.07, 0.06, -0.04], [0.10, -0.23, -0.03], [0.09, 0.09, -0.01], [-0.07, -0.06, 0.01], [0.08, -0.01, 0.01], [0.01, 0.01, 0.03], [0.04, -0.01, 0.01], [-0.10, -0.01, 0.03], [-0.05, 0.10, -0.08], [0.04, 0.02, 0.04], [-0.06, 0.02, 0.00], [-0.06, -0.01, 0.00], [-0.01, -0.02, 0.00], [0.04, -0.03, 0.00], [0.01, -0.05, 0.02], [-0.03, 0.10, -0.02], [0.00, 0.02, 0.04], [-0.01, 0.04, 0.02], [-0.06, 0.02, 0.01], [0.03, 0.00, -0.05], [-0.01, -0.04, -0.06], [-0.16, 0.08, 0.02], [0.10, 0.23, 0.11], [-0.06, 0.17, -0.17], [0.00, -0.01, -0.04], [0.01, -0.06, -0.02], [0.00, -0.01, 0.06], [0.01, 0.04, 0.04], [-0.01, -0.06, 0.05], [0.05, -0.12, 0.05], [0.03, 0.17, -0.02], [0.05, 0.13, -0.10], [-0.29, -0.19, 0.31], [0.31, -0.09, -0.23], [-0.21, -0.04, 0.06], [-0.11, 0.18, 0.03], [-0.01, 0.16, -0.04], [0.06, -0.17, 0.17], [0.05, -0.11, 0.06], [-0.17, 0.15, -0.06], [0.07, 0.01, -0.01], [0.01, 0.03, -0.03], [0.08, -0.02, 0.00], [0.05, 0.08, -0.10], [-0.07, -0.01, -0.04], [-0.08, 0.00, 0.11], [0.14, -0.10, -0.01], [-0.03, 0.00, 0.04], [0.06, 0.00, 0.01], [0.00, -0.05, -0.04], [-0.11, -0.09, 0.00], [0.18, 0.16, -0.22], [-0.04, 0.07, 0.08], [-0.06, -0.05, 0.12], [-0.05, 0.00, -0.03], [-0.06, 0.09, -0.08], [-0.05, -0.01, 0.03], [0.03, -0.01, 0.00], [0.01, 0.04, -0.02], [-0.07, 0.06, -0.02], [-0.03, 0.01, -0.03], [0.04, -0.01, -0.02], [-0.01, 0.01, 0.04], [0.09, 0.00, -0.06], [0.05, -0.05, -0.03], [0.01, 0.01, 0.05], [-0.02, 0.03, -0.01], [0.08, -0.02, 0.01], [-0.01, -0.02, -0.01], [-0.02, -0.02, 0.02]], "lowdin_charge": [1.799, 0.805, -0.603, -0.170, -0.628, 0.743, -0.196, -0.027, -0.026, -0.136, 0.059, -0.154, -0.405, -0.202, 0.093, 0.082, 0.108, -0.023, 0.119, -0.506, 0.071, -0.028, -0.562, 0.820, -0.036, 0.098, -0.113, -0.517, 0.078, -0.090, -0.219, -0.025, -0.067, -0.076, -0.079, -0.043, 0.064, 0.082, 0.098, 0.106, 0.106, 0.117, 0.652, -0.656, -0.093, 0.008, -0.115, 0.008, -0.087, -0.635, -0.105, -0.183, 0.105, 0.123, 0.107, 0.107, 0.086, -0.172, 0.056, 0.008, -0.014, -0.605, -0.089, -0.021, -0.464, 0.090, 0.219, -0.400, 0.098, 0.143, 0.133, 0.146, 0.169, -0.085, -0.448, -0.044, -0.314, -0.113, 0.241, 0.457, -0.326, -0.455, -0.057, -0.089, 0.080, 0.055, 0.071, 0.141, 0.074, 0.065, 0.081, 0.139, 0.044, 0.079, 0.081, 0.050, 0.082, 0.054]}